14
Properties=species:S:1:pos:R:3:forces:R:3 method="wB97M-V/def2-TZVPD" homo_ev=-13.0933 gap_ev=9.0 total_charge=+1 molar_mass_g_mol=60.1 total_energy_ha=-174.69909 multiplicity=1 lumo_ev=-4.065 e_above_lowest_kcal_mol=70.6
N 0.851379 -0.465517 -1.985172 -2.2173 -2.8801 -1.6024
H 0.612101 0.276693 -2.641440 0.0240 0.2472 0.1899
H 0.757655 -1.406734 -2.547016 0.7078 2.1114 1.3189
H 1.747633 -0.333476 -1.580337 1.2435 0.0415 0.2959
H 0.138167 -0.538634 -1.203427 0.4667 0.5876 -0.1996
C 0.628469 0.758266 1.567584 -1.5146 -1.7258 0.5436
C -0.613748 0.560883 0.574201 -0.0956 -0.5123 1.7686
C -1.329345 -0.621179 0.406301 2.1789 -0.6493 2.3984
H 0.492910 0.029780 2.400712 -0.7792 0.9567 0.2923
H 1.580684 0.245610 1.363752 -0.1020 0.4628 -1.5652
H 0.877965 1.761550 1.924453 -0.5435 -0.2304 -0.1591
H -1.209061 1.466748 0.281413 1.4931 -0.5607 -1.0409
H -1.650679 -0.917804 -0.554920 -2.1122 0.5098 -0.7844
H -1.419288 -1.512931 1.164494 1.2503 1.6415 -1.4559

---

42
Properties=species:S:1:pos:R:3:forces:R:3 method="wB97M-V/def2-TZVPD" homo_ev=-12.2774 gap_ev=9.8 total_charge=+1 molar_mass_g_mol=307.8 total_energy_ha=-755.70758 multiplicity=1 lumo_ev=-2.456 e_above_lowest_kcal_mol=8.5
Rb 0.047329 -0.110090 0.093229 -0.3994 0.1424 0.2486
C 3.871754 0.759848 -3.216679 0.6728 0.7345 0.5001
C 2.967903 1.065321 -2.016446 -0.3213 0.2427 -0.8565
C 1.733148 1.897793 -2.396097 -0.3381 -0.1428 -0.3199
O 0.937999 2.323623 -1.308405 -0.6189 -0.2450 0.6921
C 1.539827 3.187629 -0.380022 1.2659 0.6306 0.3088
N 2.556032 -0.171131 -1.341106 0.1402 -0.1172 0.5704
H 4.099267 1.644283 -3.815348 -0.3116 0.0172 -0.0940
H 3.529262 -0.046316 -3.861450 -0.1562 -0.0037 0.0676
H 4.838847 0.512092 -2.771949 0.0221 -0.4636 -0.3057
H 3.561200 1.634428 -1.299053 -0.0535 0.0237 0.0688
H 1.063209 1.278648 -3.002118 0.0030 -0.1538 0.0582
H 1.888574 2.782031 -3.021552 0.8395 -0.1097 0.0217
H 2.324802 3.823260 -0.806463 -0.1644 -0.0163 -0.4800
H 2.083649 2.676820 0.423082 -0.2775 -0.3918 0.0672
H 0.843293 3.885094 0.082598 -0.4508 -0.3267 -0.2082
H 3.393073 -0.626069 -0.991559 -0.0111 0.0026 0.1226
H 2.153917 -0.857441 -1.972867 0.0623 0.2392 -0.4125
C -2.586393 2.968840 1.108260 0.0333 -0.2339 0.7619
O -2.443097 1.570462 0.860063 -0.1860 0.2477 -0.2999
C -3.453876 0.821542 1.525652 0.1420 0.1638 0.6301
C -3.405270 -0.603602 1.039930 -0.3154 -0.4433 -0.5860
N -2.296371 -1.366121 1.603729 0.3776 1.2551 1.0608
C -2.259043 -2.748858 1.238078 1.4030 -0.2383 -1.1766
C -0.920425 -3.488486 1.539276 -0.9597 0.0531 -0.4052
O 0.189999 -2.977035 0.767323 -0.4197 0.0043 0.7089
C 1.397352 -3.644843 1.158910 0.0134 0.6249 -0.0917
H -2.395018 3.148020 2.171348 -0.1468 0.1350 0.0639
H -3.599837 3.297674 0.875438 0.0082 0.0746 -0.1282
H -1.856519 3.562635 0.563412 0.0014 -0.3585 -0.3511
H -4.454930 1.253279 1.428740 0.0297 0.0533 -0.7256
H -3.313960 0.895571 2.613397 0.3591 -0.2447 0.0901
H -3.301358 -0.573755 -0.049616 0.0939 0.0082 -0.0441
H -4.364513 -1.112298 1.197617 -0.1174 0.1379 0.2548
H -2.372200 -1.252467 2.610369 0.2111 -0.1764 0.0461
H -2.253159 -2.718131 0.142193 -0.5623 -0.4219 -0.0667
H -3.119382 -3.312333 1.610606 0.1087 -0.2844 -0.0789
H -1.103479 -4.517587 1.220569 0.1039 -0.1568 0.1135
H -0.724488 -3.511920 2.613925 0.3621 0.2264 0.0236
H 1.413707 -4.675797 0.807715 -0.1628 -0.1675 0.3448
H 1.521571 -3.520570 2.235528 -0.0030 -0.5377 0.1048
H 2.267602 -3.154038 0.719748 -0.2771 0.2171 -0.2989